Molecular formula: C38H30ClF7N3O5
Method: DFT, ωB97M-V/def2-TZVPD

HOMO level (eV): -10.59
LUMO energy (eV): -3.88
E_tot (Ha): -3165.46237
Net charge: +1
HOMO-LUMO gap (eV): 6.71
F_max (eV/Å): 2.745

XYZ file:
```
84
C38H30ClF7N3O5 | the OMol25 dataset | ωB97M-V/def2-TZVPD
C 9.92 -0.97 -3.21
C 8.77 -1.93 -3.34
C 9.10 -3.29 -3.92
N 7.56 -1.71 -2.95
C 6.75 -0.79 -3.69
Cl 7.38 -0.57 -5.37
C 5.36 -1.42 -3.71
N 4.23 -0.51 -4.06
C 3.47 -1.03 -5.12
F 2.62 -0.10 -5.56
F 4.22 -1.36 -6.20
C 2.60 -2.28 -4.73
F 3.23 -3.42 -5.00
F 1.49 -2.22 -5.44
C 2.16 -2.31 -3.24
F 1.80 -1.13 -2.80
F 3.03 -2.87 -2.45
F 1.07 -3.06 -3.18
C 4.60 0.89 -4.26
C 5.59 1.45 -3.24
N 6.77 0.56 -2.94
O 6.66 0.23 -1.57
H 10.75 -1.40 -2.64
H 9.57 -0.07 -2.70
H 10.31 -0.74 -4.21
H 8.18 -3.85 -4.04
H 9.59 -3.18 -4.89
H 9.72 -3.83 -3.19
H 5.18 -1.80 -2.70
H 5.43 -2.29 -4.35
H 3.69 1.48 -4.15
H 4.93 1.07 -5.29
H 5.98 2.37 -3.68
H 5.08 1.72 -2.32
H 7.64 1.08 -3.08
H 7.35 0.72 -1.09
C -2.86 4.59 2.14
C -1.48 4.40 2.15
C -0.92 3.39 1.40
C -1.73 2.54 0.65
C -3.11 2.71 0.67
C -3.68 3.75 1.41
C -4.00 1.79 -0.09
O -5.21 1.94 -0.08
C -3.39 0.67 -0.85
C -4.20 -0.24 -1.51
C -3.64 -1.27 -2.23
C -2.26 -1.41 -2.30
C -1.44 -0.51 -1.64
C -2.00 0.53 -0.90
C -1.11 1.46 -0.17
O 0.10 1.34 -0.23
H -3.30 5.39 2.72
H -0.85 5.06 2.73
H 0.16 3.25 1.39
H -4.75 3.89 1.41
H -5.28 -0.13 -1.46
H -4.28 -1.98 -2.75
H -1.82 -2.22 -2.87
H -0.36 -0.62 -1.69
C -5.90 -0.69 9.36
C -6.41 0.60 9.36
C -6.72 1.23 8.17
C -6.53 0.57 6.97
C -6.00 -0.73 6.96
C -5.70 -1.36 8.16
C -5.73 -1.43 5.68
O -5.28 -2.56 5.67
C -6.03 -0.73 4.40
C -5.74 -1.35 3.19
C -6.03 -0.71 2.00
C -6.61 0.55 2.01
C -6.90 1.18 3.21
C -6.60 0.55 4.41
C -6.88 1.25 5.69
O -7.39 2.35 5.70
H -5.67 -1.19 10.29
H -6.56 1.12 10.30
H -7.12 2.24 8.17
H -5.30 -2.36 8.16
H -5.29 -2.33 3.19
H -5.79 -1.19 1.06
H -6.84 1.05 1.07
H -7.35 2.16 3.21
```